No. 1
Computed, not measured: the molecule C2H6N2OS in a non-equilibrium geometry, with the ωB97M-V functional and the def2-TZVPD basis.

Each line ends with the Löwdin charge.
Geometry (Å):
C  -1.726  -0.113  0.122  -0.084
C  0.531  -0.759  -0.083  -0.363
H  -2.576  0.373  -0.571  0.121
H  -2.061  -1.218  -0.044  0.105
H  -1.772  0.164  1.179  0.084
H  -0.371  2.115  -0.702  0.196
H  -0.067  -1.713  0.081  0.133
H  3.920  -0.190  0.254  -0.130
N  -0.366  0.223  -0.332  -0.258
N  1.807  -0.868  -0.023  -0.404
O  -0.064  1.506  0.135  -0.096
S  2.744  0.481  -0.014  0.696

Results
structure (SMILES) = CN(O)/C=N\S
HOMO level = -7.94 eV
net charge = 0
E_tot = -18030.67637 eV
LUMO level = 0.529 eV

No. 2
Computed, not measured: a structure of composition C2H6N2OS in a non-equilibrium geometry, with the ωB97M-V functional and the def2-TZVPD basis.

Each line ends with the Löwdin charge.
Geometry (Å):
C  1.882  0.966  0.308  -0.263
C  1.723  -0.523  0.660  -0.409
N  -2.590  -1.542  -1.144  0.015
N  0.444  1.214  0.412  -0.515
O  -0.025  2.355  0.441  -0.046
S  0.216  -0.301  1.390  0.949
H  2.412  1.589  1.110  0.141
H  2.198  1.383  -0.649  0.114
H  -3.358  -1.956  -0.678  -0.016
H  2.416  -1.318  0.463  0.048
H  -3.140  -0.971  -1.808  0.022
H  -2.178  -0.895  -0.503  -0.040

Results
HOMO level (alpha / beta) = -8.56 / -7.78 eV
net charge = 0
E_tot = -18029.04317 eV
LUMO level (alpha / beta) = -0.219 / -0.342 eV

No. 3
Computed, not measured: the molecule C2H6N2S in a non-equilibrium geometry, with the ωB97M-V functional and the def2-TZVPD basis.

Each line ends with the Löwdin charge.
Geometry (Å):
C  -0.216  -0.143  0.226  -0.555
C  -1.085  -0.951  1.201  -0.060
N  0.898  -0.150  -0.306  -0.163
N  1.712  0.401  -1.185  -0.034
S  -1.145  1.452  -0.448  0.647
H  -0.818  -1.923  1.503  0.063
H  -0.947  -0.139  1.907  0.069
H  -2.080  -0.690  0.883  0.047
H  2.025  1.403  -0.859  0.135
H  2.641  -0.075  -1.457  0.118
H  -0.985  0.815  -1.465  -0.269

Results
structure (SMILES) = C/C(S)=N/N
HOMO level = -8.08 eV
net charge = 0
E_tot = -15983.05211 eV
LUMO level = 0.943 eV

No. 4
Computed, not measured: the molecule C2H6N2S2 in a non-equilibrium geometry, with the ωB97M-V functional and the def2-TZVPD basis.

Each line ends with the Löwdin charge.
Geometry (Å):
C  -0.994  -0.660  -0.338  -0.498
C  0.188  0.247  -0.208  -0.607
H  -2.654  -0.077  1.271  -0.112
H  -0.763  -1.422  0.367  0.064
H  -1.054  -1.067  -1.319  0.065
H  -0.572  2.015  -0.444  0.030
H  1.239  -1.374  0.466  0.064
H  2.700  1.116  0.760  -0.144
N  0.274  1.502  -0.212  0.119
N  1.334  -0.573  -0.143  -0.418
S  -2.589  0.190  -0.083  0.710
S  2.890  0.103  -0.116  0.727

Results
structure (SMILES) = [H]/N=C(\CS)NS
HOMO level = -9.05 eV
net charge = 0
E_tot = -26821.16011 eV
LUMO level = 0.500 eV

No. 5
Computed, not measured: the molecule C2H6N2S3 in a non-equilibrium geometry, with the ωB97M-V functional and the def2-TZVPD basis.

Each line ends with the Löwdin charge.
Geometry (Å):
C  -1.936  0.641  0.287  -0.984
C  1.330  -0.635  0.097  -0.391
N  -1.305  1.802  0.022  0.043
N  -1.259  -0.568  -0.574  -0.919
S  -3.233  0.343  1.133  0.692
S  -1.745  -2.151  -0.108  0.659
S  0.202  -0.358  -1.323  0.786
H  2.285  -0.530  -0.327  -0.005
H  1.357  -1.740  0.485  0.071
H  1.162  -0.103  1.003  0.020
H  -0.332  1.938  0.015  0.053
H  -1.674  2.555  0.644  0.116
H  -2.937  -2.275  -0.723  -0.140

Results
structure (SMILES) = CSN(S)C(N)=S
HOMO level = -8.41 eV
net charge = 0
E_tot = -37655.55924 eV
LUMO level = 0.530 eV

No. 6
Computed, not measured: the ion C2H6N3 with charge +1 in a non-equilibrium geometry, with the ωB97M-V functional and the def2-TZVPD basis.

Each line ends with the Löwdin charge.
Geometry (Å):
C  0.753  -0.164  -0.307  -0.225
C  -0.696  -0.172  -0.618  -0.181
N  0.185  -1.298  0.077  0.227
N  1.823  0.603  -0.040  0.238
N  -1.614  0.500  0.159  0.113
H  -0.928  -0.403  -1.684  0.173
H  0.261  -1.811  0.924  0.142
H  1.728  1.592  -0.251  0.147
H  2.461  0.253  0.654  0.136
H  -2.503  0.032  0.005  0.118
H  -1.470  0.868  1.082  0.113

Results
structure (SMILES) = N[C@@H]1NC1=[NH2+]
HOMO level = -14.87 eV
net charge = +1
E_tot = -6633.15785 eV
LUMO level = -4.179 eV

No. 7
Computed, not measured: a cluster of 2 separate species, C2H6N3O2 in total in a non-equilibrium geometry, with the ωB97M-V functional and the def2-TZVPD basis.

Each line ends with the Löwdin charge.
Geometry (Å):
C  0.790  -0.794  0.356  -0.064
C  -1.548  1.585  -0.793  0.125
N  1.178  -0.163  -0.623  0.176
N  0.885  -1.727  1.191  -0.283
N  -0.340  1.988  -0.729  0.173
O  0.058  -2.841  1.125  0.118
O  1.599  -1.556  2.214  0.050
H  -0.551  -2.944  1.860  0.135
H  -1.935  0.613  -1.267  0.157
H  -2.347  2.300  -0.702  0.105
H  1.844  -0.475  -1.229  0.078
H  0.260  1.180  -1.031  0.058
H  0.107  2.833  -0.374  0.172

Results
HOMO level (alpha / beta) = -13.02 / -13.02 eV
net charge = +1
E_tot = -10722.76449 eV
LUMO level (alpha / beta) = -5.323 / -5.323 eV

No. 8
Computed, not measured: the ion C2H6N3O2 with charge +1 in a non-equilibrium geometry, with the ωB97M-V functional and the def2-TZVPD basis.

Each line ends with the Löwdin charge.
Geometry (Å):
C  1.870  -0.253  0.138  -0.494
C  -0.485  -0.695  -0.244  -0.236
N  1.056  -1.234  -0.386  0.195
N  1.083  0.950  0.374  0.118
N  -0.282  0.761  0.064  0.108
O  3.071  -0.225  0.183  0.147
O  -1.333  -1.151  0.730  0.053
H  -1.016  -0.889  -1.168  0.161
H  1.113  -2.243  -0.176  0.169
H  1.270  1.922  0.434  0.160
H  -0.609  1.347  -0.818  0.258
H  -0.751  1.065  0.928  0.202
H  -2.023  -1.838  0.587  0.160

Results
structure (SMILES) = O=C1N[NH2+][C@H](O)N1
HOMO level = -15.08 eV
net charge = +1
E_tot = -10727.57745 eV
LUMO level = -4.123 eV

No. 9
Computed, not measured: a cluster of 2 separate species, C2H6N3O2 in total in a non-equilibrium geometry, with the ωB97M-V functional and the def2-TZVPD basis.

Each line ends with the Löwdin charge.
Geometry (Å):
C  0.676  1.866  0.797  -0.036
C  -2.183  -1.650  -1.266  -0.355
N  -2.897  -2.530  -1.619  0.243
N  0.556  0.560  0.535  -0.006
N  1.649  -0.264  0.477  0.065
O  1.809  2.601  0.903  0.132
O  -1.292  -1.068  -0.764  0.101
H  -0.226  2.532  0.743  0.184
H  -0.374  0.092  0.161  0.158
H  -3.726  -2.451  -2.213  0.124
H  1.646  -0.975  -0.269  0.130
H  1.755  -0.847  1.285  0.109
H  2.606  2.133  1.229  0.151

Results
HOMO level = -15.07 eV
net charge = +1
E_tot = -10728.40473 eV
LUMO level = -4.323 eV

No. 10
Computed, not measured: a cluster of 2 separate species, C2H6N3O3 in total in a non-equilibrium geometry, with the ωB97M-V functional and the def2-TZVPD basis.

Each line ends with the Löwdin charge.
Geometry (Å):
C  -0.132  1.293  0.624  -0.043
C  0.155  -0.172  0.075  -0.497
N  1.400  -0.751  0.391  0.124
N  -0.707  -2.258  -0.197  0.027
N  2.523  -0.151  0.035  -0.657
O  2.623  0.873  -0.596  -0.152
O  3.474  -0.808  0.416  -0.102
O  -0.961  -0.930  0.296  -0.151
H  -0.819  1.687  -0.091  0.042
H  0.683  1.998  0.708  0.062
H  -0.659  1.095  1.518  0.046
H  0.397  0.211  -1.353  0.204
H  0.239  -2.479  0.039  0.038
H  -0.581  -2.244  -1.200  0.058

Results
expectation value of S² = 2.016
HOMO level (alpha / beta) = 0.02 / -4.36 eV
net charge = -1
E_tot = -12775.15466 eV
LUMO level (alpha / beta) = 4.213 / 2.623 eV
2S+1 = 3

No. 11
Computed, not measured: a cluster of 2 separate species, C2H6N3OS in total in a non-equilibrium geometry, with the ωB97M-V functional and the def2-TZVPD basis.

Each line ends with the Löwdin charge.
Geometry (Å):
C  0.989  0.180  0.199  -0.781
C  -4.203  -0.003  0.016  -0.418
N  1.371  1.163  1.004  0.123
N  -5.236  0.587  0.157  0.221
N  1.954  -0.647  -0.179  0.134
O  -3.143  -0.369  0.095  0.048
S  -0.673  0.156  -0.202  1.026
H  2.430  1.239  1.259  0.200
H  0.570  1.739  1.236  0.109
H  -6.084  0.301  -0.273  0.087
H  -0.813  -1.149  -0.449  -0.046
H  2.856  -0.666  0.377  0.167
H  1.927  -0.918  -1.150  0.129

Results
HOMO level = -14.16 eV
net charge = +1
E_tot = -19517.40946 eV
LUMO level = -3.771 eV

No. 12
Computed, not measured: a structure of composition C2H6N3S in a non-equilibrium geometry, with the ωB97M-V functional and the def2-TZVPD basis.

Each line ends with the Löwdin charge.
Geometry (Å):
C  -0.167  0.499  -0.512  -0.209
C  0.560  -1.410  0.727  -0.380
N  -0.802  0.525  1.355  -0.281
N  0.494  -0.607  -0.502  0.020
N  -0.482  1.355  -1.422  0.214
S  0.485  -0.189  2.073  0.907
H  -0.295  -2.089  0.773  0.102
H  1.500  -1.958  0.779  0.101
H  -0.936  1.490  1.650  0.047
H  0.916  -1.020  -1.330  0.182
H  -1.027  2.173  -1.188  0.145
H  -0.245  1.231  -2.404  0.152

Results
HOMO level (alpha / beta) = -12.85 / -12.86 eV
net charge = +1
E_tot = -17467.90123 eV
LUMO level (alpha / beta) = -4.433 / -4.433 eV